Entry 1:
Formula: C6H6N2O2
Source: the Open Molecules 2025 dataset
Level of theory: wB97M-V/def2-TZVPD

Geometry as ORCA input:
```
! wB97M-V def2-TZVPD RIJCOSX def2/J DEFGRID3
* xyz 0 1
C 2.51105 -1.15005 0.21807
C 2.81700 -0.17992 0.80605
C 0.53678 0.07269 -0.55467
C -0.20505 1.39369 -0.37716
C -1.43077 1.45137 0.08805
C -1.69064 -0.91309 -0.07071
H 2.39808 -1.97147 -0.41682
H 2.72820 0.86666 1.09503
H -0.01675 -1.94580 -0.46046
H 0.38043 2.32146 -0.38683
H -1.80772 2.46838 0.43551
H -3.05844 0.32995 0.66529
N -0.37202 -1.02165 -0.50929
N -2.21868 0.34316 0.16719
O 1.72614 -0.05863 -0.79366
O -2.29760 -2.00676 0.09442
*
```

Values from the calculation:
Frontier orbital gap, eV: 7.64
Calculated total energy, eV: -13388.67104
Energy relative to the best compared isomer or geometry (same formula, charge and spin), kJ/mol: 574.6


Entry 2:
Formula: C6H6N2O3S
Source: the Open Molecules 2025 dataset
Level of theory: wB97M-V/def2-TZVPD

Geometry as ORCA input:
```
! wB97M-V def2-TZVPD RIJCOSX def2/J DEFGRID3
* xyz 0 1
C -1.26939 1.27983 1.33903
C -1.54458 -0.47171 -0.33598
C -0.03410 0.83077 1.60773
C -0.32692 -1.00656 -0.08081
C -1.87751 0.77418 0.17254
C 0.57237 -0.26377 0.76148
N -4.16926 0.44508 -1.02578
N -5.17091 0.56378 -1.46966
O 0.82570 1.29391 -1.51290
O 2.43209 1.66442 0.29935
O 2.54470 -0.38215 -1.35928
S 1.61308 0.75478 -0.47468
H -1.73007 2.12544 1.77426
H -2.29998 -0.97962 -1.02010
H 0.80709 1.16543 2.25172
H -0.11254 -1.79925 -0.71366
H 1.30001 -0.68018 1.33359
H 2.88307 0.22792 -2.00643
*
```

Values from the calculation:
Frontier orbital gap (alpha / beta), eV: 7.03 / 7.75
Calculated total energy, eV: -26272.22953
Energy relative to the best compared isomer or geometry (same formula, charge and spin), kJ/mol: 490.2


Entry 3:
Formula: C6H6N2O4
Source: the Open Molecules 2025 dataset
Level of theory: wB97M-V/def2-TZVPD

Geometry as ORCA input:
```
! wB97M-V def2-TZVPD RIJCOSX def2/J DEFGRID3
* xyz -2 1
C 1.16758 1.51675 -0.16401
C -1.35867 -0.88688 -1.66423
C -1.01547 0.74425 2.36291
C 0.93834 0.39593 -1.18626
C -0.18432 -0.46130 -0.72832
C 0.39107 -1.44328 0.28687
N 0.32116 1.92788 0.64958
N -0.70142 1.21668 0.96860
O -1.82231 -2.01875 -1.54931
O -2.13275 1.09162 2.78023
O -1.66615 -0.08040 -2.58584
O -0.18269 0.01793 2.96622
H 1.96406 2.26979 -0.42775
H 0.65436 0.84997 -2.18547
H 1.92731 -0.24854 -1.28967
H -0.26567 -2.29872 0.62443
H 0.60563 -0.87561 1.14361
H 1.35991 -1.71733 -0.00161
*
```

Values from the calculation:
Frontier orbital gap (alpha / beta), eV: 7.11 / 6.61
Calculated total energy, eV: -17485.92027
Energy relative to the best compared isomer or geometry (same formula, charge and spin), kJ/mol: 213.0


Entry 4:
Formula: C6H6N2O4
Source: the Open Molecules 2025 dataset
Level of theory: wB97M-V/def2-TZVPD

Geometry as ORCA input:
```
! wB97M-V def2-TZVPD RIJCOSX def2/J DEFGRID3
* xyz 0 1
C -0.25696 2.33790 0.37308
C -1.03635 1.34655 0.80373
C 0.88550 2.21684 -0.56274
C 1.41998 0.75054 -0.72990
C -0.75902 -0.02930 0.44882
C 0.30630 -0.28735 -0.42403
N -1.68529 -0.84027 0.82128
N -0.47525 -2.92412 0.84066
O 1.42407 3.02962 -1.25563
O -1.60078 -2.14407 1.00751
O -0.61092 -4.06603 1.30892
O 0.24541 -1.47316 -1.12713
H -0.71547 3.37389 0.72205
H -1.99904 1.43092 1.27767
H 1.90857 0.60227 -1.67791
H 2.14259 0.94538 0.08794
H -0.00105 -2.79653 -0.03402
H 0.80772 -1.47309 -1.88030
*
```

Values from the calculation:
Frontier orbital gap (alpha / beta), eV: 7.53 / 8.02
Calculated total energy, eV: -17481.16335
Energy relative to the best compared isomer or geometry (same formula, charge and spin), kJ/mol: 676.1


Entry 5:
Formula: C6H6N2OS
Source: the Open Molecules 2025 dataset
Level of theory: wB97M-V/def2-TZVPD

Geometry as ORCA input:
```
! wB97M-V def2-TZVPD RIJCOSX def2/J DEFGRID3
* xyz 0 1
C 0.58703 0.61306 2.12322
C -0.22027 0.50610 -1.55489
C -0.01080 -0.18444 3.05761
C 0.18452 0.16211 0.85289
C 0.47350 0.80246 -0.43561
C -0.49429 -0.97726 0.69469
N -1.06069 -0.58494 -1.43266
N -1.05950 -1.40231 -2.48345
O 1.31363 1.82847 -0.38778
S -1.00526 -1.37404 2.26572
H 1.28030 1.38187 2.20250
H 0.21728 0.79199 -2.50570
H 0.05674 0.06459 4.17894
H -0.20833 -1.53388 -3.03064
H -1.55588 -2.24347 -2.28954
H 1.50203 2.14969 -1.25528
*
```

Values from the calculation:
Frontier orbital gap (alpha / beta), eV: 7.13 / 7.20
Calculated total energy, eV: -22176.95196
Energy relative to the best compared isomer or geometry (same formula, charge and spin), kJ/mol: 439.7


Entry 6:
Formula: C6H6N2OS
Source: the Open Molecules 2025 dataset
Level of theory: wB97M-V/def2-TZVPD

Geometry as ORCA input:
```
! wB97M-V def2-TZVPD RIJCOSX def2/J DEFGRID3
* xyz 0 1
C 0.90480 2.15802 -0.50847
C -0.81620 1.71404 1.09563
C -0.07848 1.30299 -0.94591
C 0.23380 -1.76519 1.02355
C -0.18526 0.69012 -2.17539
C -0.72265 -1.97763 0.20134
N -1.03467 0.98778 0.02898
N -0.19645 0.02981 -3.10529
O 1.55618 -1.80643 0.66383
S 0.61770 2.69937 1.13071
H 1.82365 2.37128 -0.93797
H -1.33397 1.51293 2.00304
H -0.07846 -1.47073 2.00617
H -0.59790 -2.36994 -0.76539
H -1.76407 -2.15515 0.57898
H 1.67197 -1.92129 -0.29381
*
```

Values from the calculation:
SMILES: N#Cc1cscn1.C=CO
Frontier orbital gap, eV: 9.05
Calculated total energy, eV: -22179.84556
Energy relative to the best compared isomer or geometry (same formula, charge and spin), kJ/mol: 160.5


Entry 7:
Formula: C6H6N2S
Source: the Open Molecules 2025 dataset
Level of theory: wB97M-V/def2-TZVPD

Geometry as ORCA input:
```
! wB97M-V def2-TZVPD RIJCOSX def2/J DEFGRID3
* xyz 0 1
C 1.70693 0.83531 0.09358
C 1.40248 0.41947 -1.22261
C 0.94214 0.59820 1.20797
C 0.17788 -0.08313 -1.61146
C -2.44323 -0.77165 0.45341
C 0.07024 -0.50328 1.29363
N -1.88788 -0.79379 -0.67657
N -0.59620 -0.73261 -0.76647
S -1.54452 -0.39913 1.96648
H 2.48361 1.58492 0.17405
H 2.03405 0.80978 -2.00721
H 0.91139 1.34049 1.99675
H -0.19274 0.11534 -2.61395
H -3.49872 -0.91218 0.56954
H 0.43457 -1.50774 1.14285
*
```

Values from the calculation:
SMILES: C1=C\C=N\N=C/S/C=C/1
Frontier orbital gap, eV: 8.05
Calculated total energy, eV: -20130.95083
Energy relative to the best compared isomer or geometry (same formula, charge and spin), kJ/mol: 260.6


Entry 8:
Formula: C6H6N2S
Source: the Open Molecules 2025 dataset
Level of theory: wB97M-V/def2-TZVPD

Geometry as ORCA input:
```
! wB97M-V def2-TZVPD RIJCOSX def2/J DEFGRID3
* xyz 0 1
C -0.28402 -0.36854 -0.09355
C 0.38669 1.94409 -0.08896
C -3.74254 -0.98825 0.04706
C -1.67164 -0.19617 -0.07184
C -2.44287 1.03453 0.01026
C 2.12408 0.40970 0.06142
N -2.48833 -1.24277 -0.04863
N 0.60640 0.70198 -0.00732
S -4.09562 0.72180 0.02086
H 0.09874 -1.38204 -0.25049
H -1.90704 2.04009 -0.14992
H -4.44421 -1.66994 -0.18067
H 2.12551 -0.34970 0.88913
H 2.64128 0.17898 -0.93314
H 2.68004 1.31790 0.45851
*
```

Values from the calculation:
Frontier orbital gap (alpha / beta), eV: 6.22 / 8.11
Calculated total energy, eV: -20128.78166
Energy relative to the best compared isomer or geometry (same formula, charge and spin), kJ/mol: 469.9


Question: Which formula does entry 5 have?
Answer: C6H6N2OS


Question: Which value of energy relative to the best compared isomer or geometry (same formula, charge and spin) does entry 2 give?
Answer: 490.2 kJ/mol